# C5H6Cl4Si2

A molecular structure, C5H6Cl4Si2 at a distorted geometry (ωB97M-V/def2-TZVPD, OMol25).

Geometry as XYZ:
```
17
Properties=species:S:1:pos:R:3:forces:R:3
C 0.740 0.565 -0.990 0.9 0.7 1.9
C -0.194 1.376 -1.428 -0.1 -0.4 -0.3
C 0.085 -0.747 1.283 -0.1 1.9 -0.9
C 0.519 -0.762 -0.205 -0.3 -0.9 -1.3
C -2.281 -0.462 -0.315 1.2 -0.6 0.9
Si -1.666 -0.108 1.403 -0.4 0.3 0.4
Si -1.053 -1.497 -1.127 2.6 0.4 0.1
Cl -1.953 1.925 1.807 0.3 -0.6 -0.1
Cl -2.570 -1.060 3.033 0.1 0.2 -0.7
Cl -0.711 -1.402 -3.136 -0.5 0.2 -0.4
Cl -0.793 -3.480 -0.802 -0.6 -0.8 0.5
H 1.793 1.004 -0.964 -1.1 -0.7 -0.4
H -0.343 2.300 -2.034 0.1 -1.0 0.9
H 0.265 -1.671 1.751 -0.4 -1.7 0.2
H 0.753 -0.165 1.869 0.6 1.2 0.5
H 1.387 -1.476 -0.240 -0.6 0.9 -0.5
H -3.064 -0.019 -0.827 -1.6 0.8 -0.7
```
Positions in Å, forces in eV/Å.

* relative energy (zero: lowest compared OMol25 entry of this formula, charge and spin): 52.25 kcal per mole
* frontier orbital gap (spin up / spin down): 7.195 / 8.933 eV
* total energy: -2613.94816 hartree
* LUMO level (spin up / spin down): -2.0256 / -0.7495 eV

Charges per atom according to Mulliken partitioning, unit e: atom 1 (C): -0.12, atom 2 (C): -0.60, atom 3 (C): -1.01, atom 4 (C): -0.21, atom 5 (C): -0.63, atom 6 (Si): 0.56, atom 7 (Si): 0.52, atom 8 (Cl): -0.28, atom 9 (Cl): -0.29, atom 10 (Cl): -0.27, atom 11 (Cl): -0.27, atom 12 (H): 0.31, atom 13 (H): 0.31, atom 14 (H): 0.48, atom 15 (H): 0.46, atom 16 (H): 0.41, atom 17 (H): 0.61